Version P
Formula: C21H22N2O4S
Source: the OMol25 dataset
Level of theory: ωB97M-V/def2-TZVPD

The geometry in ORCA input format:
```
! wB97M-V def2-TZVPD RIJCOSX def2/J DEFGRID3
* xyz 0 1
C -1.75126 -4.59804 3.69715
H -2.13013 -4.44381 2.76267
O -0.52785 -4.45861 3.96954
C -0.02542 -2.99675 3.73117
C 0.16445 -2.52735 2.31137
N 0.24600 -1.20138 1.88723
C -0.55236 -0.68057 0.99811
N -1.01447 0.54908 0.74294
C -0.12500 1.45401 1.25965
C -0.12785 2.76602 1.01616
C 0.66139 3.54549 1.35106
C 1.59709 3.28539 2.28948
C 1.82284 2.08463 2.88571
C 0.94738 0.89269 2.15888
C 0.96754 -0.35351 2.57421
O 2.00853 -0.87264 3.26799
H 2.71006 1.64088 3.54179
H 2.49864 3.99695 2.81018
H 0.54197 4.59936 1.28639
H -0.81970 2.98373 0.18587
S -1.95321 -1.77329 0.21279
C -2.64885 -0.73291 -1.03590
C -1.83030 -0.02704 -1.84745
C -1.84680 1.36628 -2.06950
C -1.41789 2.12661 -2.83093
C -0.12523 1.40973 -3.39240
C 0.13753 0.21797 -3.17350
C -0.92051 -0.71165 -2.49849
H -0.56922 -1.63856 -2.38149
H 0.91961 -0.44900 -3.76372
C 0.70956 2.19709 -4.35642
O 0.61652 3.53943 -4.48485
O 1.75876 1.45259 -4.88834
C 2.71535 2.31177 -5.67597
H 3.39771 1.51669 -6.10978
H 2.06456 2.50792 -6.62720
H 3.05430 3.01921 -5.10769
H -1.00549 3.06704 -3.00148
H -2.77513 1.93639 -1.47677
H -3.41273 -1.36075 -1.59776
H -3.13539 -0.04100 -0.14378
C 1.70536 -3.39353 1.46443
H 1.67523 -3.10316 0.52770
H 1.60873 -4.26278 1.91963
H 2.28284 -2.80450 2.06413
H -0.60924 -3.19772 1.77769
H 1.01082 -2.88292 4.32180
H -0.64805 -2.27097 4.24928
H -2.55857 -3.91057 4.31146
H -1.98526 -5.56505 3.78283
*
```

Output
* gap between HOMO and LUMO: 0.295 hartree
* lowest unoccupied orbital energy: -0.56 eV

Version Q
Formula: C21H22N2O4S
Source: the OMol25 dataset
Level of theory: ωB97M-V/def2-TZVPD

The geometry in ORCA input format:
```
! wB97M-V def2-TZVPD RIJCOSX def2/J DEFGRID3
* xyz 0 1
O -1.34063 0.61591 -3.61245
C -0.64555 -0.23512 -3.10508
C -1.12211 -1.01604 -1.86171
O -0.36366 -0.73755 -0.69019
C 0.77891 -1.39759 -0.48155
O 1.24420 -2.17786 -1.29181
C 1.39851 -1.09980 0.81569
C 2.56077 -1.81299 1.11994
C 3.21680 -1.63104 2.31663
C 2.70109 -0.72840 3.23578
C 1.55567 -0.00889 2.95605
C 0.89098 -0.17103 1.74288
S -0.54707 0.75350 1.33628
C -0.72935 1.97496 2.69231
C -1.25452 1.37931 3.98727
O -0.54507 1.28645 4.97586
N -2.52895 0.96799 3.98134
C -3.48982 1.07612 2.90009
C -4.68994 0.27147 3.39703
C -4.62384 0.46215 4.91117
C -3.12564 0.40405 5.18287
N 0.56894 -0.64429 -3.52934
C 1.32199 -0.18337 -4.61491
C 2.56778 -0.77367 -4.82068
C 3.36009 -0.37438 -5.87899
C 2.92092 0.61628 -6.74234
C 1.68458 1.20405 -6.53661
C 0.88144 0.81261 -5.48033
H -2.14094 -0.70264 -1.62906
H -1.08713 -2.09163 -2.07303
H 2.92193 -2.51491 0.38354
H 4.11338 -2.18817 2.53889
H 3.19019 -0.58163 4.18686
H 1.17662 0.66019 3.70978
H -1.43060 2.70393 2.28633
H 0.23137 2.45587 2.86910
H -3.08210 0.68208 1.96724
H -3.76620 2.12697 2.74533
H -5.62518 0.61976 2.96467
H -4.56025 -0.78228 3.14890
H -5.17233 -0.30140 5.45745
H -5.01946 1.44112 5.18397
H -2.80997 0.97888 6.05552
H -2.78096 -0.62795 5.31253
H 1.01693 -1.37994 -2.98274
H 2.90720 -1.54570 -4.14437
H 4.32346 -0.83849 -6.03074
H 3.54029 0.92714 -7.57021
H 1.33701 1.97712 -7.20574
H -0.08056 1.27026 -5.32223
*
```

Output
* SMILES string: O=C(COC(=O)c1ccccc1SCC(=O)N1CCCC1)Nc1ccccc1
* gap between HOMO and LUMO: 0.316 hartree
* lowest unoccupied orbital energy: 0.16 eV

Which of them is most stable, and which least? Most stable: version Q; least stable: version P.

Version P
Formula: C4H5N3O2
Source: the OMol25 dataset
Level of theory: ωB97M-V/def2-TZVPD

The geometry in ORCA input format:
```
! wB97M-V def2-TZVPD RIJCOSX def2/J DEFGRID3
* xyz 0 1
O 2.56188 -0.97032 -0.26332
C 1.52768 -0.79401 0.33670
C 0.34216 -1.73575 0.49248
N -0.74880 -1.66200 -0.16198
N -0.87978 -0.42184 -0.87992
C -1.05679 0.84295 -0.08819
C 0.10395 1.71973 -0.22921
N 1.26385 1.47664 0.31951
O 1.18308 0.32762 1.11423
H 0.46618 -2.63708 1.08379
H -1.67292 -0.65727 -1.42255
H -1.97649 1.34633 -0.42803
H -1.22627 0.56979 0.97265
H 0.11227 2.59522 -0.84616
*
```

Output
* SMILES string: O=C1/C=N\NC/C=N\O1
* gap between HOMO and LUMO: 0.356 hartree
* lowest unoccupied orbital energy: 0.36 eV

Version Q
Formula: C4H5N3O2
Source: the OMol25 dataset
Level of theory: ωB97M-V/def2-TZVPD

The geometry in ORCA input format:
```
! wB97M-V def2-TZVPD RIJCOSX def2/J DEFGRID3
* xyz 0 1
H 2.07701 -0.81468 2.51229
N 1.49306 -0.88195 1.61825
C 1.53531 0.28281 1.16728
N 0.95570 0.78129 -0.18286
O 1.06239 2.33392 -0.15289
C -0.33110 0.14633 -0.25782
N -1.25918 -0.22913 0.61898
C -1.89491 -1.25490 -0.04005
C -1.61082 -1.26136 -1.33088
O -0.54247 -0.36520 -1.48519
H 2.06861 1.10284 1.53773
H 1.66717 2.57744 -0.77148
H -2.83096 -1.73056 0.34070
H -1.65909 -2.05344 -2.12630
*
```

Output
* SMILES string: [H]/N=C/N(O)c1ncco1
* gap between HOMO and LUMO: 0.364 hartree
* lowest unoccupied orbital energy: 0.48 eV

Version R
Formula: C4H5N3O2
Source: the OMol25 dataset
Level of theory: ωB97M-V/def2-TZVPD

The geometry in ORCA input format:
```
! wB97M-V def2-TZVPD RIJCOSX def2/J DEFGRID3
* xyz 0 1
H 1.02861 3.38350 0.35403
N 0.49893 2.55484 0.08061
C 1.26367 1.57264 -0.04413
N 0.79144 0.25281 -0.12374
C -0.52341 -0.11479 -0.08530
C -1.68851 -0.43633 -0.05069
N -2.91979 -1.03055 -0.04244
C 1.71398 -0.77639 0.00150
O 2.92337 -0.70660 -0.11367
O 1.12147 -2.01033 0.19862
H 2.31193 1.50121 0.15589
H -2.92577 -1.60476 -0.93452
H -3.75772 -0.46407 0.06358
H 0.16180 -2.12117 0.54026
*
```

Output
* SMILES string: [H]/N=C/N(C#CN)C(=O)O
* gap between HOMO and LUMO: 0.342 hartree
* lowest unoccupied orbital energy: 0.45 eV

Which of them is most stable, and which least? Most stable: version R; least stable: version Q.